C26H33GeN6NiS3 | ωB97M-V/def2-TZVPD

Last column: Löwdin spin population.
Geometry (Å):
1 Ni 0.362 -0.176 0.742  0.935
2 C 0.187 -4.556 -0.199  -0.002
3 C 1.514 -4.806 -0.518  0.004
4 C 2.412 -3.756 -0.515  -0.002
5 C 1.965 -2.475 -0.207  0.004
6 N 0.681 -2.237 0.105  0.020
7 C -0.171 -3.259 0.112  0.005
8 C 2.866 -1.282 -0.210  0.017
9 C 4.194 -1.302 -0.570  0.086
10 C 4.884 -0.069 -0.540  0.038
11 C 4.244 1.081 -0.177  0.042
12 C 2.870 1.035 0.179  0.102
13 N 2.239 -0.166 0.156  0.157
14 C 2.048 2.128 0.565  0.144
15 C 2.436 3.490 0.499  0.031
16 C 1.559 4.482 0.810  0.083
17 C 0.235 4.137 1.213  0.090
18 C -0.085 2.813 1.269  0.027
19 N 0.758 1.796 0.971  0.174
20 H -0.553 -5.344 -0.183  0.000
21 H 1.848 -5.807 -0.760  0.000
22 H 3.452 -3.923 -0.751  0.000
23 H -1.187 -3.020 0.403  0.000
24 H 4.698 -2.206 -0.874  0.006
25 H 5.932 -0.041 -0.810  0.001
26 H 4.779 2.021 -0.153  0.002
27 H 3.438 3.735 0.172  0.000
28 H 1.857 5.520 0.743  0.004
29 H -0.492 4.888 1.484  0.005
30 H -1.069 2.494 1.603  0.000
31 C -4.199 2.592 -2.389  0.000
32 Ge -3.867 2.064 -0.545  0.001
33 C -5.440 1.159 0.178  0.000
34 C -3.439 3.596 0.571  0.001
35 C -2.292 0.842 -0.679  0.002
36 H -4.939 3.391 -2.418  0.000
37 H -4.575 1.759 -2.983  0.000
38 H -3.285 2.965 -2.854  0.000
39 H -6.245 1.894 0.214  0.000
40 H -5.279 0.796 1.194  0.000
41 H -5.773 0.333 -0.451  0.000
42 H -4.315 4.246 0.600  0.000
43 H -2.600 4.163 0.170  0.001
44 H -3.204 3.301 1.594  0.000
45 H -1.794 0.437 0.214  0.001
46 H -1.517 1.405 -1.207  0.000
47 S -2.627 -0.562 -1.769  0.000
48 C -3.375 -1.657 -0.712  0.000
49 N -3.532 -1.512 0.580  0.000
50 C -4.024 -2.677 1.318  0.000
51 C -4.722 -3.563 0.289  0.000
52 S -3.964 -3.165 -1.321  0.000
53 H -3.100 -0.744 1.091  0.000
54 H -4.714 -2.349 2.091  0.000
55 H -3.171 -3.168 1.792  0.000
56 H -5.787 -3.353 0.228  0.000
57 H -4.572 -4.618 0.498  0.000
58 C -1.663 -1.114 5.632  0.001
59 N -0.657 -0.197 5.128  0.001
60 C 0.188 0.589 5.896  0.000
61 C 0.990 1.260 5.043  0.000
62 N 0.628 0.872 3.773  0.002
63 C -0.375 -0.008 3.824  0.001
64 S -1.127 -0.806 2.505  0.016
65 H -1.688 -1.030 6.715  0.000
66 H -1.412 -2.133 5.346  0.000
67 H -2.636 -0.854 5.222  0.000
68 H 0.137 0.590 6.970  0.000
69 H 1.781 1.966 5.223  0.000
70 H 1.013 1.182 2.878  0.001

The total charge is +1. The relative energy (zero: lowest compared OMol25 entry of this formula, charge and spin) is 1.3272 eV. The orbital gap (spin up / spin down) is 4.1 / 6.5 eV. The spin multiplicity is 3. As for the molecular weight: 657.10 g mol⁻¹.